Entry from OMol25: a molecular structure, C40H37AsN4O2PSSc in a non-equilibrium geometry (ωB97M-V/def2-TZVPD).

Calculated values
HOMO = -0.450 Eh
Kohn-Sham gap = 6.0 eV
multiplicity = 1
LUMO energy = -6.2424 eV
total charge = +2

Geometry as XYZ:
```
87
Properties=species:S:1:pos:R:3:forces:R:3:lowdin_charge:R:1
Sc -0.326277 -0.760877 0.178453 -0.291 -0.656 -0.941 0.967
N 0.067873 1.201508 -1.048431 0.054 0.125 0.612 -0.010
C 0.749353 2.083742 -0.038503 -0.208 -0.205 0.039 -0.101
C 0.754108 1.399143 1.321389 0.032 0.154 -0.237 -0.615
O 1.651769 1.544819 2.092271 -0.218 0.057 0.481 0.127
O -0.305379 0.568321 1.479107 0.224 0.800 0.453 -0.159
H 0.544635 1.296558 -1.936180 0.090 -0.136 -0.122 0.111
H -0.872182 1.560423 -1.204445 -0.079 0.033 -0.102 0.035
H 0.251683 3.046347 0.065579 -0.038 0.070 -0.132 0.143
H 1.784685 2.253463 -0.306471 0.079 0.037 -0.172 0.133
N -4.538072 -1.605158 -0.601809 -0.287 0.076 -0.146 0.161
C -5.339289 -0.467525 -0.924729 -0.051 -0.082 0.016 -0.222
C -6.636414 -0.641544 -1.367535 -0.019 -0.110 0.021 0.000
C -7.403204 0.468813 -1.696702 -0.052 -0.020 -0.018 -0.044
C -6.862376 1.739892 -1.601740 0.007 0.065 0.022 -0.045
C -5.549384 1.908801 -1.176660 -0.038 0.045 0.001 -0.073
C -4.800151 0.800569 -0.825359 0.193 0.057 -0.192 -0.442
S -3.156244 1.015569 -0.213480 -0.009 0.021 0.360 1.050
N -2.458649 -0.547604 -0.447816 0.169 0.024 -0.098 -0.324
C -3.208572 -1.604865 -0.557275 0.149 0.046 0.042 -0.332
C -2.522222 -2.927642 -0.597775 -0.039 0.101 0.042 -0.188
C -3.067960 -4.017952 -1.240394 -0.075 -0.112 -0.050 0.024
C -2.405119 -5.238830 -1.162995 -0.030 0.001 -0.016 0.006
C -1.250632 -5.318248 -0.410247 -0.035 -0.128 -0.032 0.000
C -0.755619 -4.164456 0.173642 0.066 0.038 0.150 -0.095
N -1.347198 -2.977590 0.053029 -0.187 0.310 -0.036 0.050
H -5.008123 -2.495834 -0.594571 -0.029 -0.019 0.012 0.151
H -7.053915 -1.640325 -1.445543 0.010 0.056 -0.013 0.125
H -8.423787 0.332189 -2.030072 0.051 0.012 0.019 0.122
H -7.456319 2.608256 -1.856246 0.022 -0.053 0.010 0.122
H -5.122603 2.902428 -1.095374 -0.019 -0.061 -0.043 0.119
H -3.983299 -3.925373 -1.810534 0.032 -0.018 0.006 0.131
H -2.797715 -6.109226 -1.673161 -0.008 0.027 0.037 0.133
H -0.725825 -6.255514 -0.280179 -0.011 0.055 0.003 0.131
H 0.143669 -4.191017 0.770500 0.072 0.005 -0.024 0.113
C 4.117836 -1.040697 0.777519 -0.192 0.280 -0.094 -0.373
C 4.776617 -0.987207 -0.588710 0.023 -0.033 0.048 -0.415
As 6.717204 -1.479168 -0.626053 0.101 -0.036 -0.056 1.321
C 6.445348 -3.389238 -0.268110 0.009 -0.033 0.171 -0.415
C 6.595267 -4.238957 -1.362196 -0.128 -0.031 -0.003 -0.129
C 6.403071 -5.611011 -1.234210 -0.025 0.013 -0.014 -0.081
C 6.065711 -6.153719 -0.002137 -0.008 0.017 0.026 -0.086
C 5.928708 -5.320676 1.103847 -0.013 0.049 -0.046 -0.084
C 6.120954 -3.949566 0.971859 -0.007 -0.089 -0.080 -0.140
C 7.268963 -0.842666 1.133831 -0.090 -0.042 0.048 -0.430
C 8.043881 -1.629965 1.981659 0.048 0.084 0.058 -0.122
C 8.435302 -1.147621 3.226242 0.015 -0.006 -0.057 -0.069
C 8.066608 0.128424 3.628901 0.014 0.002 0.003 -0.077
C 7.337171 0.938646 2.768455 -0.002 0.012 -0.063 -0.078
C 6.952018 0.457819 1.523377 0.002 0.013 0.016 -0.141
P 2.286631 -1.168988 0.751029 -0.057 -0.492 0.065 1.078
C 1.985218 -2.579228 -0.371390 0.157 0.122 -0.243 -0.403
C 1.307176 -2.252935 -1.554366 0.147 -0.141 0.064 -0.168
C 1.116002 -3.195303 -2.562270 -0.001 0.055 0.018 -0.049
C 1.626061 -4.472780 -2.392596 0.009 0.020 0.000 -0.042
C 2.333212 -4.801840 -1.235215 0.003 -0.059 -0.027 -0.037
C 2.510378 -3.865898 -0.230554 -0.020 -0.002 0.138 -0.065
C 1.823116 -1.729498 2.429494 0.027 0.091 -0.051 -0.336
C 0.490160 -2.062758 2.697870 0.386 0.104 -0.059 -0.138
C 0.045667 -2.330168 3.977397 -0.028 -0.053 0.012 -0.044
C 0.947080 -2.270311 5.032010 0.086 0.030 0.037 -0.042
C 2.269360 -1.926847 4.791419 -0.026 -0.018 0.024 -0.036
C 2.704521 -1.641287 3.501912 0.081 -0.029 0.060 -0.056
H 4.367156 -0.170120 1.383018 0.053 0.003 0.055 0.080
H 4.415451 -1.929746 1.325946 0.173 -0.173 0.093 0.058
H 4.671172 -0.008464 -1.055777 -0.034 0.051 0.023 0.060
H 4.341077 -1.726980 -1.263114 -0.011 0.032 -0.074 0.047
H 6.870268 -3.825114 -2.325415 0.037 -0.019 -0.014 0.092
H 6.539373 -6.256972 -2.093707 -0.001 0.034 0.038 0.109
H 5.940846 -7.225212 0.105594 0.007 0.059 -0.008 0.108
H 5.698865 -5.741429 2.077217 0.022 0.027 -0.064 0.109
H 6.068465 -3.331224 1.858934 -0.045 0.055 0.000 0.090
H 8.359910 -2.617884 1.670228 -0.026 -0.009 0.047 0.101
H 9.038445 -1.769097 3.877182 -0.024 0.023 -0.029 0.111
H 8.369146 0.501712 4.599764 -0.009 -0.020 -0.048 0.109
H 7.081221 1.950367 3.060208 0.012 -0.044 -0.018 0.108
H 6.421688 1.115252 0.840099 -0.051 -0.012 0.056 0.101
H 1.026520 -1.209166 -1.745452 0.043 -0.073 -0.090 0.075
H 0.616677 -2.921265 -3.483642 -0.011 -0.022 0.042 0.121
H 1.501311 -5.207739 -3.178237 0.019 0.010 0.032 0.122
H 2.767348 -5.789784 -1.127488 -0.016 0.067 -0.016 0.122
H 3.080685 -4.124941 0.655616 -0.005 -0.002 -0.021 0.120
H -0.246760 -2.110124 1.900745 -0.108 -0.387 0.144 0.040
H -0.992731 -2.577325 4.157394 0.021 0.011 -0.011 0.120
H 0.610499 -2.471502 6.040938 0.032 -0.014 -0.035 0.120
H 2.972337 -1.869257 5.613219 -0.047 0.025 -0.029 0.121
H 3.732719 -1.329056 3.357986 -0.068 -0.065 -0.022 0.110
```
Positions in Å, forces in eV/Å.